Arrangement A

Formula: C5H4N2S
Source: OMol25
Level of theory: ωB97M-V with the def2-TZVPD basis set

## Properties
**Kohn-Sham gap (alpha / beta)**: 7.9 / 7.9 eV
**HOMO energy (alpha / beta)**: -9.11 / -9.11 eV

Structure (XYZ):
```
12
C5H4N2S ωB97M-V with the def2-TZVPD basis set
S -1.99 -0.65 -1.48
N 1.56 0.29 -2.18
N 2.40 -1.79 1.44
C 1.76 -1.69 0.48
C 1.25 -0.64 -1.58
C -0.96 -0.70 -0.27
C 0.97 -1.68 -0.70
C -0.81 -0.29 1.16
H -1.35 0.61 1.24
H 0.18 -0.32 1.55
H -1.42 -0.94 1.74
H 0.57 -2.59 -0.98
```

Results of the Löwdin charge analysis, in e, for atoms 1 through 5: S 0.815; N 0.171; N 0.173; C -0.257; C -0.329

Arrangement B

Formula: C5H4N2S
Source: OMol25
Level of theory: ωB97M-V with the def2-TZVPD basis set

## Properties
**Kohn-Sham gap**: 8.6 eV
**SMILES**: C#Cc1[nH]cnc1S
**HOMO energy**: -8.07 eV

Structure (XYZ):
```
12
C5H4N2S ωB97M-V with the def2-TZVPD basis set
S -0.39 -1.88 0.69
N 1.32 -0.73 -1.17
N 0.79 1.36 -0.93
C -1.24 1.24 0.70
C 0.03 0.80 0.08
C -2.05 1.66 1.48
C 0.40 -0.58 -0.14
C 1.53 0.50 -1.60
H -2.88 1.90 2.09
H 0.84 2.39 -1.19
H 2.12 0.66 -2.41
H -0.66 -0.99 2.03
```

Results of the Löwdin charge analysis, in e, for atoms 1 through 5: S 0.723; N 0.060; N 0.047; C -0.104; C -0.259

Quick one: least stable of them? arrangement A